Entry 1:
Computed, not measured: a cluster of 3 separate species, C18H27BFN3O3P in total in a non-equilibrium geometry, with ωB97M-V/def2-TZVPD.

```
! RIJCOSX wB97M-V def2-TZVPD def2/J DEFGRID3
* xyz 1 1
C 2.57657 -1.56476 0.94077
O 1.82216 -0.48552 0.43834
C 1.48238 0.47477 1.42892
C 0.30864 -0.02857 2.27656
C -0.98498 0.20374 1.83315
C -2.04151 -0.30489 2.56310
C -3.46933 -0.13481 2.12032
C -3.82343 1.33962 1.95756
F -4.29458 -0.70956 3.06411
N -1.84586 -0.97642 3.69875
C -0.61773 -1.18926 4.19768
B -0.48631 -2.02692 5.57696
C -0.45174 -3.59517 5.45944
O -0.41005 -1.35260 6.74874
C 0.49925 -0.72300 3.50234
P 2.16278 -1.02596 4.20877
O 3.07867 0.11956 4.08561
H 3.38776 -1.21780 1.58111
H 1.93526 -2.25382 1.49234
H 3.01964 -2.10285 0.11253
H 2.33949 0.75320 2.03290
H 1.15112 1.36340 0.89923
H -1.19330 0.74459 0.92494
H -3.59655 -0.67424 1.18417
H -3.34284 1.89863 2.75689
H -3.44480 1.71181 1.01215
H -4.89412 1.46940 2.04376
H -2.66400 -1.30925 4.19625
H -1.37639 -4.02567 5.83664
H 0.41413 -3.97781 6.00036
H -0.33018 -3.90052 4.42243
H 0.27453 -1.73657 7.30875
H 1.95041 -1.36047 5.55962
H 2.62536 -2.20934 3.61967
N 0.65968 1.17648 -2.46604
C 0.31073 2.05045 -3.45606
C -1.05692 2.10179 -3.51121
C -1.55227 1.22366 -2.51087
C -0.46802 0.66588 -1.88275
H 1.60034 0.94127 -2.20557
H 1.06232 2.55879 -4.03514
H -1.63775 2.70141 -4.19146
H -2.58678 1.02512 -2.28126
H -0.38866 -0.03847 -1.07211
N 1.33283 0.33530 -7.49032
C 2.08653 0.84446 -8.51331
C 1.94654 2.20543 -8.50070
C 1.07476 2.53137 -7.42548
C 0.71602 1.35657 -6.82011
H 1.24548 -0.63792 -7.26698
H 2.65418 0.19746 -9.15941
H 2.41460 2.89214 -9.18532
H 0.74931 3.51591 -7.13276
H 0.07662 1.15995 -5.97803
*
```

Computed properties:
**HOMO level**: -9.57 eV
**DFT total energy**: -42393.6419 eV

How is the electron density shared among the atoms? According to natural (NBO), the charges in e are:
1. C -0.261
2. O -0.519
3. C -0.129
4. C 0.146
5. C -0.251
6. C 0.279
7. C 0.168
8. C -0.638
9. F -0.348
10. N -0.434
11. C 0.011
12. B 0.980
13. C -1.026
14. O -0.857
15. C -0.428
16. P 1.537
17. O -1.055
18. H 0.185
19. H 0.153
20. H 0.219
21. H 0.240
22. H 0.217
23. H 0.268
24. H 0.209
25. H 0.221
26. H 0.239
27. H 0.258
28. H 0.456
29. H 0.279
30. H 0.261
31. H 0.238
32. H 0.518
33. H -0.073
34. H -0.065
35. N -0.507
36. C -0.060
37. C -0.314
38. C -0.297
39. C -0.112
40. H 0.419
41. H 0.230
42. H 0.233
43. H 0.214
44. H 0.197
45. N -0.507
46. C -0.074
47. C -0.306
48. C -0.301
49. C -0.092
50. H 0.409
51. H 0.212
52. H 0.225
53. H 0.218
54. H 0.214

Entry 2:
Computed, not measured: a cluster of 2 separate species, ClH2NO2P in total in a non-equilibrium geometry, with ωB97M-V/def2-TZVPD.

```
! RIJCOSX wB97M-V def2-TZVPD def2/J DEFGRID3
* xyz -1 1
N -0.15619 -0.23455 0.30317
O -2.97785 0.04809 -1.79861
O -2.18505 0.39904 1.78849
P -1.84899 -0.35312 0.57148
Cl -1.95045 -2.34542 0.99276
H 0.17918 0.67087 0.61382
H 0.06388 -0.38752 -0.66903
*
```

Computed properties:
**HOMO level (alpha / beta)**: -4.05 / -3.61 eV
**DFT total energy**: -27428.0220 eV

How is the electron density shared among the atoms? According to natural (NBO), the charges in e are:
1. N -1.194
2. O -0.795
3. O -1.117
4. P 1.725
5. Cl -0.390
6. H 0.383
7. H 0.388

Entry 3:
Computed, not measured: a structure of composition C22H54Cl2InO4Si3Te in a non-equilibrium geometry, with ωB97M-V/def2-TZVPD.

```
! RIJCOSX wB97M-V def2-TZVPD def2/J DEFGRID3
* xyz 1 1
In 1.22801 0.62794 0.87924
C 1.14998 -4.30348 0.42770
C -0.25166 -4.15941 0.97443
C -0.26330 -4.32451 2.49570
C -1.25741 -5.16202 0.29278
O -0.71724 -2.79419 0.74116
Si -0.86036 -1.66896 -0.50428
O 0.53573 -0.74942 -0.57225
O -1.19220 -2.41954 -1.89932
C -0.92520 -2.65779 -3.34325
C -0.57980 -4.14643 -3.57017
C -2.23428 -2.26470 -4.08504
C 0.27413 -1.80407 -3.68105
O -2.04026 -0.66546 -0.06367
C -3.46379 -0.75952 0.27585
C -4.05527 -1.99706 -0.39494
C -3.50990 -0.77177 1.77933
C -4.02382 0.53639 -0.39096
H 1.48469 -5.32149 0.45392
H 1.84382 -3.66410 0.99752
H 1.17337 -3.91625 -0.62070
H 0.18712 -5.30506 2.66725
H -1.33750 -4.37344 2.82074
H 0.32860 -3.55470 3.03460
H -1.01617 -6.16512 0.61725
H -1.31246 -5.13735 -0.77270
H -2.29339 -4.96566 0.65632
H -1.44422 -4.82577 -3.56722
H 0.18514 -4.52474 -2.88391
H -0.17555 -4.24330 -4.58743
H -3.04852 -2.90487 -3.67099
H -2.19209 -2.48977 -5.15560
H -2.44206 -1.19278 -3.89717
H 1.06558 -1.90362 -2.91731
H -0.01258 -0.73362 -3.77224
H 0.69316 -2.15038 -4.63696
H -3.72851 -2.93832 0.06359
H -3.75381 -2.02119 -1.46036
H -5.13103 -1.89627 -0.31465
H -3.12836 -1.71975 2.16092
H -4.57705 -0.62671 2.02377
H -2.86694 0.04594 2.15868
H -3.61775 0.71958 -1.40433
H -3.78130 1.37966 0.26266
H -5.12723 0.41993 -0.47534
Cl 4.97522 -1.00403 -2.38481
C 5.67450 0.39088 -1.45196
Cl 5.15223 0.57695 0.26133
H 5.39814 1.31306 -2.01460
H 6.76593 0.34384 -1.43252
C 2.75003 2.57128 -1.71074
Si 0.89407 3.01727 -1.51747
C -0.07173 1.76303 -2.59123
C 0.61316 4.84579 -2.06959
C 0.43476 2.72192 0.30914
Si 0.73239 4.18687 1.51940
C 1.04735 3.66093 3.34031
C 2.13017 5.25099 0.84964
C -0.86456 5.24294 1.46284
H 3.09798 3.10891 -2.58917
H 2.76524 1.51726 -1.97162
H 3.40055 2.71832 -0.85402
H 0.36942 1.73581 -3.61228
H -1.10760 2.08984 -2.69667
H -0.01168 0.80247 -2.13328
H 0.10188 4.94100 -3.02618
H 1.59646 5.35972 -2.09201
H 0.05869 5.39453 -1.27433
H -0.67015 2.56757 0.29496
H 2.13469 3.47901 3.37746
H 0.38783 2.83296 3.60055
H 0.84137 4.53437 3.99940
H 2.67891 4.74345 0.05929
H 2.81700 5.46959 1.67888
H 1.76287 6.19494 0.41866
H -1.77463 4.73056 1.80380
H -1.14353 5.59143 0.43597
H -0.79681 6.14926 2.08958
C 3.06967 0.96457 4.79052
Te 1.86228 -0.37107 3.59888
C 0.03060 0.09737 4.69521
H 3.09045 1.95824 4.32633
H 4.08509 0.50652 4.86717
H 2.69199 1.03436 5.83442
H 0.09647 -0.45767 5.64038
H -0.85839 -0.22912 4.12883
H 0.00344 1.14723 4.89797
*
```

Computed properties:
**HOMO level**: -11.91 eV
**DFT total energy**: -93024.8576 eV

How is the electron density shared among the atoms? According to Löwdin, the charges in e are:
1. In 0.804
2. C -0.026
3. C -0.607
4. C -0.032
5. C -0.004
6. O -0.143
7. Si 0.017
8. O -0.394
9. O -0.110
10. C -0.565
11. C -0.031
12. C -0.017
13. C -0.036
14. O -0.140
15. C -0.600
16. C -0.016
17. C -0.022
18. C -0.012
19. H 0.084
20. H 0.089
21. H 0.090
22. H 0.087
23. H 0.101
24. H 0.071
25. H 0.080
26. H 0.057
27. H 0.090
28. H 0.088
29. H 0.079
30. H 0.087
31. H 0.091
32. H 0.088
33. H 0.091
34. H 0.088
35. H 0.077
36. H 0.093
37. H 0.084
38. H 0.084
39. H 0.087
40. H 0.084
41. H 0.104
42. H 0.086
43. H 0.090
44. H 0.077
45. H 0.092
46. Cl 0.499
47. C -0.948
48. Cl 0.487
49. H 0.029
50. H 0.031
51. C -0.205
52. Si 0.465
53. C -0.166
54. C -0.159
55. C -0.428
56. Si 0.453
57. C -0.177
58. C -0.174
59. C -0.184
60. H 0.041
61. H 0.014
62. H 0.000
63. H 0.055
64. H 0.038
65. H -0.027
66. H 0.031
67. H 0.037
68. H 0.007
69. H 0.015
70. H 0.013
71. H 0.001
72. H 0.054
73. H 0.005
74. H 0.038
75. H 0.048
76. H 0.030
77. H 0.031
78. H 0.039
79. C -0.374
80. Te 1.253
81. C -0.337
82. H -0.017
83. H 0.025
84. H 0.041
85. H 0.026
86. H 0.020
87. H -0.013

Entry 4:
Computed, not measured: a structure of composition C23H30N4O5S in a non-equilibrium geometry, with ωB97M-V/def2-TZVPD.

```
! RIJCOSX wB97M-V def2-TZVPD def2/J DEFGRID3
* xyz 0 1
C 2.29432 3.35059 5.53134
H 3.25863 3.02147 5.42199
H 1.82514 3.04355 6.26251
H 2.31120 4.54401 5.48458
C 1.43677 3.12276 4.28766
N 1.42000 1.48939 4.44808
C 0.09511 0.80955 4.39669
C -0.28443 0.66919 2.72201
O -0.80681 -0.39915 2.50441
N -0.18207 1.57929 1.86191
C -0.07122 1.45094 0.45180
C 0.30031 2.71479 -0.26485
C -0.08704 2.78084 -1.61963
C -0.38783 1.44822 -2.33332
C -0.84037 0.54873 -1.59949
C -0.78108 0.33374 -0.05033
H -1.25450 -0.46714 0.43415
S -1.57658 -1.00613 -2.33091
O -0.90509 -1.10444 -3.87500
O -1.48593 -2.23899 -1.51311
N -3.07457 -0.29083 -2.64644
C -3.85895 -0.73419 -1.37355
H -4.13623 0.27052 -1.05537
H -3.39989 -1.36811 -0.65613
C -5.06427 -1.17211 -2.21895
H -5.62260 -2.10418 -1.41132
H -6.18894 -0.53797 -2.13677
C -4.64231 -1.96019 -3.46962
H -4.20844 -2.90169 -3.04707
H -5.62945 -2.16558 -4.02691
C -3.70249 -0.83928 -3.92422
H -4.32654 0.13796 -4.29474
H -3.03923 -1.23345 -4.58933
H -0.60293 1.54733 -3.30575
H 0.35770 3.51831 -2.13166
H 0.70731 3.35932 0.15617
H 0.36876 2.53049 2.10425
H -0.58910 1.28252 4.79274
H 0.21145 -0.10193 4.73042
C 2.72347 0.66127 3.81824
C 2.50910 0.74584 2.26539
O 2.98009 1.77295 1.87536
N 2.40642 -0.23793 1.65012
C 2.21405 -0.41322 0.26727
C 2.86938 0.53579 -0.76479
C 2.47516 0.17167 -2.22941
C 1.89896 -1.01995 -2.54452
C 1.40096 -1.95082 -1.63928
C 1.79725 -1.62031 -0.37998
O 1.44877 -2.53161 0.82432
C 0.57641 -3.61853 0.32008
H 0.22469 -4.02499 1.26783
H 1.10377 -4.38132 -0.35700
H -0.42626 -3.42266 -0.19713
H 1.01038 -2.95498 -1.97144
H 1.94598 -1.43484 -3.57767
H 2.93090 1.00296 -2.84472
H 3.23664 1.36054 -0.36357
H 2.15730 -1.14206 2.00476
H 2.35196 -0.59555 4.07455
H 3.40966 1.23729 4.09629
H 0.52975 3.27821 4.31505
H 2.08663 3.30934 3.32590
*
```

Computed properties:
**HOMO level**: -7.56 eV
**DFT total energy**: -51350.0589 eV

How is the electron density shared among the atoms? According to natural (NBO), the charges in e are:
1. C -0.533
2. H 0.203
3. H 0.187
4. H 0.167
5. C -0.202
6. N -0.496
7. C -0.208
8. C 0.640
9. O -0.648
10. N -0.625
11. C 0.158
12. C -0.147
13. C -0.149
14. C -0.224
15. C -0.164
16. C -0.232
17. H 0.281
18. S 2.074
19. O -0.935
20. O -0.912
21. N -0.619
22. C -0.310
23. H 0.229
24. H 0.247
25. C -0.413
26. H 0.184
27. H 0.262
28. C -0.470
29. H 0.231
30. H 0.241
31. C -0.227
32. H 0.211
33. H 0.252
34. H 0.244
35. H 0.199
36. H 0.158
37. H 0.418
38. H 0.174
39. H 0.199
40. C -0.190
41. C 0.640
42. O -0.685
43. N -0.579
44. C 0.091
45. C -0.141
46. C -0.244
47. C -0.208
48. C -0.297
49. C 0.296
50. O -0.584
51. C -0.291
52. H 0.201
53. H 0.175
54. H 0.223
55. H 0.273
56. H 0.238
57. H 0.231
58. H 0.216
59. H 0.445
60. H 0.179
61. H 0.186
62. H 0.160
63. H 0.226